This record from the OMol25 dataset describes a structure of composition C33H58AlBBeBr3Cl2FN3O18S at a distorted geometry. The level of theory is ωB97M-V with the def2-TZVPD basis set.

Kohn-Sham gap = 0.90 eV
Net charge = +1
LUMO energy = -8.0 eV
HOMO level = -8.866 eV

Cartesian coordinates (Å):
C  1.5697  2.7648  2.2203
C  1.6305  2.5373  1.0454
C  1.6503  2.0129  -0.3418
C  1.2853  0.4950  -0.3114
N  -0.0959  0.4369  0.2162
C  -0.6146  -0.9476  0.2273
C  -1.9892  -0.9183  0.9779
C  -2.5939  0.4812  1.1367
O  -3.0470  0.8896  -0.1761
C  -2.8866  2.2304  -0.4102
O  -3.7208  2.8167  -1.0292
C  0.3252  -1.9012  1.0352
C  -0.2154  -3.3422  1.1919
C  0.1985  -3.9869  2.5629
O  0.3430  -4.1807  0.1458
C  -0.7446  -1.3300  -1.2813
Cl  -1.7717  -2.7826  -1.6381
N  0.6158  -1.4536  -1.8751
C  1.4627  -0.2060  -1.7041
C  1.2556  0.7097  -2.9533
B  2.6888  1.1379  -3.5734
O  3.0069  2.4349  -3.8761
O  3.6645  0.1836  -3.8817
H  1.7132  2.8053  3.2863
H  2.6445  2.1811  -0.7998
H  0.9321  2.6013  -0.9413
H  2.0174  0.0512  0.3827
H  -0.6130  0.9846  -0.4760
H  -2.7687  -1.5714  0.5549
H  -1.8085  -1.3032  1.9997
H  -1.9532  1.2130  1.6511
H  -3.5038  0.3733  1.7587
H  -1.9478  2.6873  -0.0273
H  1.3418  -1.9891  0.6031
H  0.4406  -1.4606  2.0407
H  -1.3048  -3.4495  1.0960
H  0.4984  -5.0230  2.3611
H  0.9926  -3.3925  3.0410
H  -0.7157  -4.0006  3.1800
H  1.2836  -3.9899  0.0458
H  -1.2185  -0.4846  -1.8102
H  0.4786  -1.7137  -2.8638
H  1.1450  -2.2394  -1.4761
H  2.5121  -0.5509  -1.7481
H  0.7496  0.1804  -3.7932
H  0.6229  1.5929  -2.7554
H  2.5156  3.0552  -3.3215
H  4.2021  -0.0047  -3.1020
C  -1.1831  8.0372  -2.1277
C  -2.5593  8.3407  -2.3402
C  -3.5160  7.2884  -1.8099
O  -4.7177  7.3999  -1.8336
C  -2.9335  6.0696  -1.2449
C  -1.5592  5.7659  -1.0477
C  -0.6087  6.8612  -1.4803
O  0.5924  6.8085  -1.3243
O  -1.1018  4.7366  -0.5749
O  -3.0039  9.3287  -2.8819
H  -0.4345  8.7453  -2.4701
H  -3.6725  5.3349  -0.9491
Al  -2.5742  -3.5817  -3.8398
O  -3.5420  -2.2687  -7.1032
S  -4.3925  -2.1830  -8.2532
O  -4.6963  -3.4002  -9.0250
O  -3.8567  -1.0767  -9.2153
C  -2.4671  -1.1503  -9.6540
C  -2.2582  -2.2102  -10.7172
C  -5.8984  -1.3913  -7.8120
H  -1.8090  -1.3090  -8.7952
H  -2.2274  -0.1725  -10.0660
H  -2.4135  -3.2132  -10.3159
H  -1.2430  -2.1605  -11.1079
H  -2.9634  -2.0789  -11.5390
H  -5.6626  -0.4855  -7.2589
H  -6.4654  -2.0814  -7.1878
H  -6.4564  -1.1647  -8.7185
C  7.6250  2.4804  5.5330
O  7.7328  1.0905  5.2917
C  7.3356  0.2863  6.4054
C  6.0627  -0.4757  6.0894
N  4.9120  0.4201  6.0145
C  3.7203  -0.2256  5.4754
C  3.7724  -0.7160  4.0324
O  3.8582  0.3191  3.0580
C  5.1742  0.7705  2.7777
H  8.0739  3.0032  4.6884
H  6.5773  2.7897  5.6137
H  8.1630  2.7647  6.4418
H  7.2285  0.8791  7.3182
H  8.1376  -0.4372  6.5725
H  5.8842  -1.2183  6.8679
H  6.2201  -1.0036  5.1413
H  5.1471  1.2113  5.4282
H  2.9065  0.5035  5.5514
H  3.4519  -1.0648  6.1231
H  2.8214  -1.2229  3.8349
H  4.5528  -1.4669  3.8728
H  5.9163  -0.0242  2.8811
H  5.4350  1.6173  3.4149
H  5.1933  1.1265  1.7446
C  -7.7035  3.2437  -1.1387
Br  -7.9795  2.4739  0.6132
Br  -9.1161  2.7625  -2.3632
Br  -7.4537  5.1517  -1.0474
H  -6.7867  2.8244  -1.5293
C  -4.1747  -6.3138  4.0264
C  -3.3812  -5.0332  3.8568
O  -4.1017  -4.0956  3.0521
H  -4.3906  -6.7604  3.0545
H  -3.6263  -7.0367  4.6318
H  -5.1348  -6.1120  4.5069
H  -2.4345  -5.2351  3.3575
H  -3.1690  -4.5744  4.8274
H  -4.9345  -3.9095  3.4976
C  4.2588  -3.2044  7.7864
O  3.0477  -3.1175  8.1069
O  5.1147  -3.0976  8.8608
O  4.7585  -3.3627  6.6678
H  4.4116  -2.9873  9.5271
Cl  -4.9059  3.9826  -2.4912
Be  -3.7328  -4.4987  -7.8863
F  -1.1175  -1.9304  -5.9902

***

This record from the OMol25 dataset describes a structure of composition C9H21N2Si at a distorted geometry. The level of theory is ωB97M-V with the def2-TZVPD basis set.

Kohn-Sham gap (spin up / spin down) = 6.44 / 8.41 eV
Net charge = +1
Expectation value of S² = 2.018
LUMO energy (spin up / spin down) = -2.6 / -4.4 eV
2S+1 = 3
HOMO level (spin up / spin down) = -8.990 / -12.828 eV

Cartesian coordinates (Å):
C  -3.2362  1.0370  1.7144
C  -0.7259  -0.8029  -0.1117
C  -2.4459  0.7768  0.6637
C  -2.4126  -0.4603  -0.1290
C  1.4212  2.3882  0.0251
C  0.0870  1.3985  -1.6547
C  2.2144  -1.5221  -0.8932
C  2.0729  -1.5316  1.5652
C  0.2711  0.2748  0.4203
N  0.4698  1.3658  -0.2750
N  1.9083  -0.7636  0.3519
Si  -3.9029  -1.6032  -0.3479
H  -3.2832  1.9403  2.2746
H  -3.9568  0.2668  1.9704
H  -0.6374  -1.6211  0.5206
H  -0.5003  -1.1111  -1.1982
H  -1.9563  1.6161  0.1306
H  2.2531  2.0362  0.5763
H  1.7852  2.8436  -0.8447
H  0.9363  3.2178  0.6523
H  0.8728  0.8165  -2.2169
H  -0.9187  0.9585  -1.7327
H  0.0061  2.5612  -2.1576
H  3.2814  -1.8267  -0.8700
H  1.4926  -2.3552  -1.1452
H  2.3222  -0.8490  -1.7854
H  3.0353  -1.8369  1.9600
H  1.5181  -1.1403  2.4390
H  1.4531  -2.5374  1.4866
H  0.2261  0.4222  1.4871
H  2.4462  0.1328  0.2496
H  -5.2188  -1.5940  0.2092
H  -3.6603  -2.7868  -1.1699

***

This record from the OMol25 dataset describes an isolated molecule of C4H9NO2 at a distorted geometry. The level of theory is ωB97M-V with the def2-TZVPD basis set.

SMILES string = CNC(=O)CCO
Kohn-Sham gap = 10.23 eV
LUMO energy = 0.6 eV
HOMO level = -9.634 eV

Cartesian coordinates (Å):
C  0.1768  1.2174  0.8038
C  0.0736  0.2076  1.9037
O  -0.7455  -0.9299  1.7640
C  0.2785  0.7790  -0.6705
N  -0.3331  -0.3993  -1.0233
C  0.0858  -1.0959  -2.2112
O  0.7176  1.5305  -1.5100
H  -0.6126  1.9773  0.8699
H  1.1214  1.7577  0.9442
H  -0.3036  0.7420  2.8320
H  1.0045  -0.0331  2.4290
H  -1.6687  -0.6408  1.7713
H  -0.4713  -1.0279  -0.2435
H  -0.4897  -0.8972  -3.1194
H  1.1574  -1.0061  -2.4431
H  0.0092  -2.1812  -2.0969

***

This record from the OMol25 dataset describes the ion C11H17N4 with charge +1 at a distorted geometry. The level of theory is ωB97M-V with the def2-TZVPD basis set.

SMILES string = CC[C@@](C)(n1ccnc1)n1cc[n+](C)c1
Kohn-Sham gap = 8.99 eV
Net charge = +1
LUMO energy = -3.0 eV
HOMO level = -11.951 eV

Cartesian coordinates (Å):
C  4.0741  -1.4373  -0.0325
C  2.7575  -1.6252  0.2647
C  0.4463  -0.6277  -1.6696
C  -0.4513  -0.3515  -2.6532
C  3.2662  0.5067  0.2444
C  -0.9936  0.8131  -0.8948
C  -1.4297  -0.9177  1.7369
C  0.7208  1.4089  1.4236
C  -2.4772  1.0699  -2.8626
C  0.0823  -1.0505  1.5829
C  0.7349  0.0558  0.7433
N  4.3673  -0.1108  -0.0420
N  2.2369  -0.3652  0.4463
N  0.0958  0.1125  -0.5778
N  -1.3434  0.5465  -2.1496
H  4.8289  -2.1677  -0.2387
H  2.1885  -2.5240  0.3682
H  1.2993  -1.2756  -1.6863
H  -0.5124  -0.7270  -3.6551
H  3.1743  1.5696  0.3193
H  -1.5147  1.4897  -0.2461
H  -1.9414  -1.0212  0.7797
H  -1.7843  -1.7148  2.3868
H  -1.7153  0.0277  2.1936
H  1.0176  2.2034  0.7441
H  -0.2694  1.6297  1.8114
H  1.4087  1.3948  2.2647
H  -2.1756  1.3756  -3.8645
H  -3.2481  0.3026  -2.9551
H  -2.8922  1.9265  -2.3357
H  0.5545  -1.0330  2.5676
H  0.2912  -2.0214  1.1297

***

This record from the OMol25 dataset describes an isolated molecule of C5H7NO. The level of theory is ωB97M-V with the def2-TZVPD basis set.

SMILES string = CC=C=NC(C)=O
Kohn-Sham gap = 9.98 eV
LUMO energy = 0.9 eV
HOMO level = -9.117 eV

Cartesian coordinates (Å):
C  -2.1017  -0.8031  0.2183
C  -1.3134  0.0379  -0.7518
C  -0.5792  1.0101  -0.2846
N  0.2626  1.6745  0.3289
C  1.2025  0.6576  0.7764
O  1.1079  0.2052  1.8843
C  2.1925  0.2074  -0.2602
H  -1.7601  -0.6215  1.2421
H  -3.1724  -0.5969  0.1672
H  -1.9415  -1.8638  0.0022
H  -1.2558  -0.2047  -1.8055
H  2.3408  -0.8715  -0.1879
H  3.1455  0.7003  -0.0605
H  1.8723  0.4684  -1.2689

***

This record from the OMol25 dataset describes a cluster of 2 separate species, C4H12 in total at a distorted geometry. The level of theory is ωB97M-V with the def2-TZVPD basis set.

SMILES string = CC.CC
Kohn-Sham gap = 12.42 eV
LUMO energy = 1.1 eV
HOMO level = -11.306 eV

Cartesian coordinates (Å):
C  -2.3426  -0.4838  0.0236
C  -1.5293  -0.0757  1.1924
H  -3.0212  -1.3279  0.1942
H  -3.0649  0.2750  -0.2770
H  -1.7945  -0.8554  -0.8445
H  -0.7218  -0.7735  1.3844
H  -2.1122  0.1729  2.0850
H  -1.0816  0.9048  0.9791
C  2.5024  0.2127  -1.1228
C  1.4005  0.3345  -0.0759
H  2.2770  0.9903  -1.8526
H  3.4870  0.5192  -0.7502
H  2.6126  -0.7327  -1.6455
H  0.5240  -0.2229  -0.3469
H  1.6977  -0.0922  0.8998
H  1.1389  1.3515  0.2048

***

This record from the OMol25 dataset describes a structure of composition C57H49BrN6O8P2SY at a distorted geometry. The level of theory is ωB97M-V with the def2-TZVPD basis set.

Kohn-Sham gap = 5.75 eV
Net charge = -1
LUMO energy = 1.3 eV
HOMO level = -4.484 eV

Cartesian coordinates (Å):
Y  0.0008  -0.1892  -0.4484
C  2.1815  -2.5467  6.6273
C  2.7154  -1.4743  5.9314
C  2.2869  -1.1905  4.6454
C  1.3013  -1.9686  4.0454
C  0.7574  -3.0325  4.7605
C  1.1977  -3.3240  6.0386
C  0.8417  -1.7044  2.6624
C  -0.5062  -1.3668  2.4759
C  -1.4769  -1.2582  3.5352
C  -2.6906  -1.1408  2.9436
C  -2.4645  -1.1415  1.5199
N  -1.1293  -1.2257  1.2687
C  -3.4839  -1.0907  0.5531
C  -3.2766  -0.9804  -0.8301
C  -4.3266  -0.8612  -1.8136
C  -3.7227  -0.6405  -3.0035
C  -2.3049  -0.6863  -2.7640
C  -1.3179  -0.4961  -3.7421
C  -1.7013  0.1111  -5.0356
C  -2.5128  -0.5024  -5.9841
C  -2.8231  0.1530  -7.1637
C  -2.3261  1.4214  -7.4124
C  -1.5041  2.0332  -6.4803
C  -1.1918  1.3804  -5.3041
C  0.0453  -0.7616  -3.5592
N  0.6191  -1.1797  -2.3980
C  1.9323  -1.4187  -2.6673
C  2.8915  -1.8366  -1.7377
C  4.2938  -1.9439  -2.2012
C  4.9554  -0.7790  -2.5839
C  6.2900  -0.8228  -2.9443
C  6.9752  -2.0276  -2.9371
C  6.3164  -3.1941  -2.5820
C  4.9816  -3.1537  -2.2153
C  2.6732  -2.0209  -0.3635
C  3.6761  -2.4589  0.5770
C  3.1127  -2.3997  1.8085
C  1.7670  -1.9144  1.6279
N  1.5281  -1.7114  0.3034
C  2.1927  -1.1739  -4.0638
C  1.0298  -0.7498  -4.6134
N  -2.0641  -0.9099  -1.4437
C  -4.8744  -1.2067  1.0442
C  -5.2471  -2.3382  1.7688
C  -6.5374  -2.4775  2.2450
C  -7.4805  -1.4937  2.0028
C  -7.1211  -0.3656  1.2838
C  -5.8294  -0.2197  0.8069
H  2.5298  -2.7762  7.6266
H  3.4741  -0.8559  6.3919
H  2.7161  -0.3631  4.1007
H  -0.0040  -3.6414  4.2974
H  0.7740  -4.1627  6.5741
H  -1.2497  -1.2619  4.5849
H  -3.6484  -1.0285  3.4148
H  -5.3786  -0.9187  -1.6186
H  -4.1832  -0.4685  -3.9560
H  -2.8887  -1.4999  -5.8069
H  -3.4561  -0.3299  -7.8978
H  -2.5730  1.9289  -8.3339
H  -1.1048  3.0196  -6.6690
H  -0.5491  1.8548  -4.5763
H  4.4218  0.1616  -2.5862
H  6.7954  0.0916  -3.2220
H  8.0218  -2.0574  -3.2059
H  6.8485  -4.1378  -2.5789
H  4.4648  -4.0611  -1.9352
H  4.6760  -2.7574  0.3251
H  3.5663  -2.6465  2.7518
H  3.1430  -1.2968  -4.5470
H  0.8437  -0.4635  -5.6308
H  -4.5099  -3.1086  1.9538
H  -6.8063  -3.3581  2.8121
H  -8.4862  -1.5985  2.3827
H  -7.8503  0.4100  1.0999
H  -5.5454  0.6702  0.2630
C  4.1218  3.5492  0.3705
C  2.6948  3.0625  0.2166
O  1.7928  4.0350  0.6925
P  2.3178  1.5854  1.2491
O  3.4311  0.5121  0.8934
O  2.7609  1.9467  2.7345
O  0.9080  1.1062  1.2872
P  2.3723  2.4209  -1.5205
O  1.3013  3.4685  -2.1054
O  3.5993  2.3982  -2.3323
O  1.6960  1.0778  -1.2604
H  4.3384  3.7754  1.4144
H  4.2370  4.4518  -0.2314
H  4.8199  2.7989  0.0055
H  1.4588  4.6070  -0.0268
H  3.3740  0.2821  -0.0411
H  1.9671  2.0705  3.2668
H  0.4005  3.3196  -1.7773
Br  -1.3988  2.1089  -0.8017
C  -4.6267  2.9997  4.5120
C  -4.7638  2.5386  3.0649
C  -3.4261  2.0317  2.5188
N  -2.6038  3.1303  2.0735
C  -1.3557  3.3526  2.4896
S  -0.6404  2.5785  3.7647
N  -0.6243  4.3229  1.8368
C  -0.9930  5.3125  0.9669
O  -0.1761  5.8235  0.2231
C  -2.3837  5.8263  1.0524
C  -3.0551  6.1326  -0.1260
C  -4.3204  6.6866  -0.0705
C  -4.9086  6.9554  1.1544
C  -4.2285  6.6776  2.3296
C  -2.9669  6.1140  2.2827
H  -5.5374  3.4898  4.8564
H  -3.7968  3.6969  4.6048
H  -4.4285  2.1435  5.1569
H  -5.1049  3.3676  2.4377
H  -5.4998  1.7342  2.9951
H  -3.5924  1.3667  1.6644
H  -2.8800  1.4847  3.2919
H  -2.8401  3.4940  1.1569
H  0.3818  4.1431  1.8331
H  -2.5774  5.9139  -1.0679
H  -4.8466  6.9168  -0.9858
H  -5.8991  7.3851  1.1961
H  -4.6805  6.9036  3.2839
H  -2.4296  5.9082  3.1970

***

This record from the OMol25 dataset describes an isolated molecule of C5H9N at a distorted geometry. The level of theory is ωB97M-V with the def2-TZVPD basis set.

SMILES string = CC1(C)C=NC1
Kohn-Sham gap = 9.81 eV
LUMO energy = 0.9 eV
HOMO level = -8.868 eV

Cartesian coordinates (Å):
C  -1.2688  0.8535  -0.7652
C  -1.0028  -0.2191  1.0268
C  0.0908  0.0964  -0.0465
C  0.3483  -1.1471  -0.8535
C  1.3107  0.8565  0.4881
N  -2.0221  0.6025  0.2024
H  -1.4658  1.5079  -1.5126
H  -1.3707  -1.1655  1.1591
H  -0.8540  0.4189  1.9809
H  0.9558  -0.9797  -1.7375
H  -0.4803  -1.7577  -1.2324
H  0.8850  -2.0386  -0.3675
H  1.9827  1.0356  -0.4509
H  1.8723  0.0971  1.1130
H  1.0188  1.8392  0.9957

***

- Which formula does entry 7 have?
  C57H49BrN6O8P2SY